No. 1
Below is a structure of composition C4H12B2CoF8O4 in a non-equilibrium geometry, with properties calculated with ωB97M-V with the def2-TZVPD basis set.

```
31
Properties=species:S:1:pos:R:3:forces:R:3:nbo_charge:R:1
Co -0.7250 0.4780 -0.3808 -0.0022 -0.0242 0.0156 0.99
B -3.2628 4.4133 0.2888 0.3941 1.7855 1.0884 1.29
F -2.0190 4.1962 -0.3545 0.4317 0.2502 -0.5249 -0.39
F -4.0472 5.4388 -0.1263 0.2434 0.9161 -0.7012 -0.49
F -3.9114 3.2792 0.0357 -1.4954 -3.3714 -0.9247 -0.35
F -3.0331 4.4984 1.6356 0.5433 0.1759 1.0090 -0.48
B -2.6768 -1.0246 -4.3973 -0.7024 -2.0468 -0.8397 1.31
F -1.8351 0.0024 -4.2303 2.3223 2.1825 0.1089 -0.44
F -2.9903 -1.3517 -3.0729 -0.4567 -0.5817 1.3837 -0.44
F -3.7914 -0.5606 -5.0361 -0.9021 0.0701 -0.5293 -0.47
F -2.1137 -2.1368 -5.0337 -0.0873 0.5104 0.2161 -0.55
C 0.6689 0.1909 4.1620 -1.0148 -0.8371 -0.2116 -0.09
C -0.7936 -0.1557 4.4655 0.0120 1.4183 -1.2354 -0.09
O -1.4442 -0.6705 3.2409 1.0220 0.3058 1.4310 -0.75
O 0.8168 1.1918 3.1553 -0.3070 -0.1645 0.1543 -0.73
H 1.1078 -0.7395 3.8014 0.5450 -0.0464 0.2505 0.17
H 1.0911 0.5559 5.0982 0.2385 -0.2983 0.0701 0.18
H -1.2400 0.7896 4.7742 -0.4775 0.1390 -0.2816 0.18
H -0.8461 -0.7635 5.3688 -0.0044 -0.7559 -0.4391 0.18
H -2.3787 -0.7941 3.4223 -0.0907 0.0140 0.1309 0.48
H 1.7220 1.4945 3.2583 0.0368 0.2391 -0.2422 0.47
C 3.1313 -2.7163 -2.0595 -0.7275 1.5820 -0.7827 -0.08
C 3.7440 -1.2823 -1.9764 -0.1525 -0.8868 0.5040 -0.09
O 2.7981 -0.2276 -2.1068 -0.1594 -0.2334 -0.5382 -0.73
O 1.9592 -2.7734 -1.2379 0.7499 -0.2105 0.6894 -0.74
H 3.9679 -3.3894 -1.8723 -0.2831 -0.3783 0.9399 0.17
H 2.8004 -3.0153 -3.0541 0.2450 0.5676 -0.3871 0.18
H 4.5637 -1.2265 -2.6927 -0.1102 0.0938 -0.3748 0.17
H 4.2065 -1.1250 -1.0021 0.1159 -0.5226 0.2868 0.16
H 3.3189 0.5437 -2.3424 -0.1801 0.2039 -0.0770 0.47
H 1.2119 -3.1199 -1.7309 0.2533 -0.0961 -0.1889 0.48
```
Forces are in eV/Å.

Its total charge is 0. As for the spin multiplicity: 4. The value obtained for the energy above the lowest of the compared OMol25 structures with the same formula, charge and spin is 11.409 eV. The HOMO energy (alpha / beta) is -11.15 / -10.43 eV. For the total energy, the calculation gives -73253.0757 eV. The LUMO energy (alpha / beta) comes out at -3.3 / -8.2 eV. For the HOMO-LUMO gap (alpha / beta), the calculation gives 7.83 / 2.28 eV.

***

No. 2
Below is a structure of composition C38H45CsN9S2Si2 in a non-equilibrium geometry, with properties calculated with ωB97M-V with the def2-TZVPD basis set.

```
97
Properties=species:S:1:pos:R:3:forces:R:3:mulliken_charge:R:1
Cs 1.0424 1.0345 -1.3796 -1.0189 -0.0515 0.3450 1.34
C -1.9025 2.7465 2.3972 0.2816 -0.2906 0.2125 -0.69
Si -0.6922 1.5260 3.2544 0.6257 -0.2295 -0.4930 -0.08
C -0.8618 1.9165 5.1376 0.0942 -0.0907 -0.6430 -1.28
C -1.4249 -0.2434 3.1081 0.1666 0.5498 0.0433 -0.95
C 0.9344 1.6191 2.3719 -0.2610 -0.8734 0.6979 1.80
C 1.3412 2.9451 1.9071 -0.2149 -0.6312 0.5772 -1.35
C 1.6259 3.9849 2.8111 0.0892 0.4059 -0.0889 -0.42
C 2.0685 5.2030 2.3521 -0.0326 0.0328 0.0071 -0.72
C 2.1991 5.3936 0.9804 -0.0037 0.1238 -0.1283 -0.47
C 1.8711 4.3359 0.1551 0.2189 0.4115 0.0183 -1.02
N 1.4646 3.1514 0.5889 0.0153 0.2519 -0.2054 0.53
Si 2.3739 0.5349 2.8822 -0.4511 0.3142 0.1495 -0.12
C 3.9476 0.8703 1.8629 -0.6516 -0.0817 0.2432 -0.92
C 1.9871 -1.3348 2.8215 0.1159 0.6109 -0.0347 -0.54
C 2.9156 0.8621 4.7094 -0.1581 -0.1894 -0.6236 -1.27
H -2.9462 2.5370 2.6179 -0.2763 -0.0983 0.1331 0.60
H -1.7638 2.7270 1.3196 0.0893 -0.0684 -0.2116 -0.32
H -1.7087 3.7617 2.7269 0.0824 0.2882 0.0815 0.44
H -1.8862 1.8111 5.4844 -0.2846 -0.0429 0.0200 0.38
H -0.5405 2.9268 5.3698 0.1007 0.2647 0.0101 0.31
H -0.2468 1.2378 5.7199 0.1590 -0.1738 0.1041 0.34
H -2.5107 -0.2386 3.1675 -0.2617 0.0074 0.0714 0.55
H -1.0591 -0.8613 3.9212 0.0915 -0.1779 0.2038 0.42
H -1.1290 -0.7356 2.1859 0.1110 -0.0627 -0.2220 -0.22
H 1.5166 3.7933 3.8670 0.0031 -0.0505 0.1139 0.37
H 2.3208 5.9976 3.0429 -0.0116 0.0440 0.0379 0.42
H 2.5456 6.3302 0.5700 0.0162 0.0623 -0.0561 0.42
H 1.9407 4.4458 -0.9226 0.0738 0.0469 -0.1367 0.37
H 3.7701 0.7686 0.7984 0.0012 -0.0411 -0.3465 0.23
H 4.7408 0.1767 2.1260 0.1230 -0.1729 0.1000 0.35
H 4.3156 1.8767 2.0393 0.0442 0.2597 0.0425 0.32
H 1.4881 -1.6233 1.9040 -0.0959 0.0089 -0.2021 -0.28
H 1.3581 -1.6406 3.6499 -0.2118 -0.0511 0.2420 0.37
H 2.9071 -1.9073 2.8826 0.2842 -0.1212 0.0539 0.42
H 3.2742 1.8811 4.8224 0.0829 0.2525 -0.0035 0.28
H 3.7099 0.1907 5.0234 0.2381 -0.1665 0.0549 0.36
H 2.0825 0.7311 5.3929 -0.2270 -0.0435 0.1282 0.29
S 3.8840 0.3543 -2.2911 0.6836 0.7031 -0.7510 -0.59
C 3.7782 -1.1621 -1.5769 1.6566 -0.7067 0.0935 -0.23
N 4.8585 -1.7566 -1.0685 0.6676 0.8448 -0.1653 -0.79
N 4.8393 -3.0956 -0.9522 -0.0627 -0.5818 0.8439 0.37
C 4.9040 -3.9718 -2.0179 0.0559 -0.1390 -0.2162 0.73
C 5.3725 -5.2706 -1.8069 -0.0704 0.1561 0.1354 -0.50
C 5.4665 -6.1575 -2.8593 -0.0313 -0.1075 -0.0676 -0.58
C 5.0942 -5.7738 -4.1377 -0.0151 -0.1420 -0.1608 -0.47
C 4.6061 -4.4927 -4.3476 0.0707 -0.1213 -0.0122 -0.77
C 4.5118 -3.5957 -3.3052 -0.0391 0.1996 0.2637 -0.09
N 2.6080 -1.7254 -1.2581 -2.3052 -1.9194 0.9797 -0.04
N 2.5061 -3.0042 -1.1958 1.4325 1.3511 -1.3484 0.01
C 1.4974 -3.5544 -0.4431 -1.7450 -0.2012 0.6363 -0.19
C 1.5763 -4.9267 -0.1676 0.2162 0.4441 -0.1834 -0.16
C 0.5399 -5.5707 0.4741 -0.0995 -0.1142 0.1635 -0.64
C -0.6000 -4.8702 0.8440 0.0190 -0.0549 0.0277 -0.71
C -0.6839 -3.5098 0.5880 -0.1873 -0.0554 0.1776 -0.08
C 0.3509 -2.8552 -0.0422 0.4414 0.0175 -0.2260 0.03
H 5.2273 -3.4381 -0.0766 0.1926 0.1998 -0.4104 0.25
H 5.6633 -5.5768 -0.8106 0.0536 -0.0064 0.1000 0.33
H 5.8291 -7.1603 -2.6799 0.0541 -0.0597 0.0157 0.36
H 5.1798 -6.4679 -4.9615 -0.0242 -0.0590 -0.0475 0.36
H 4.2859 -4.1942 -5.3360 0.0128 0.0570 -0.0660 0.38
H 4.1364 -2.5979 -3.4699 -0.0030 0.0699 -0.0790 0.28
H 2.4641 -5.4614 -0.4716 0.0933 -0.0476 -0.1067 0.48
H 0.6178 -6.6292 0.6894 -0.0093 -0.0173 -0.0278 0.36
H -1.4198 -5.3869 1.3223 -0.0539 -0.0116 0.0709 0.38
H -1.5631 -2.9534 0.8842 -0.0501 0.0085 -0.0405 0.37
H 0.2835 -1.7996 -0.2664 -0.0602 -0.0308 0.0434 -0.01
N -3.0441 6.4812 1.5108 0.0058 -0.3187 -0.3704 -0.58
C -2.9771 5.7110 0.6550 -0.0706 1.1565 1.3900 0.02
C -2.9149 4.7967 -0.4027 -0.3162 -1.4314 -1.6489 0.63
C -4.0903 4.3011 -1.0130 0.8025 0.4718 0.5329 -0.51
C -3.9562 3.4488 -2.0879 0.0855 -0.1743 -0.2209 -0.37
C -2.6823 3.0837 -2.5106 0.1621 0.2728 0.3294 -0.56
N -1.5654 3.5174 -1.9155 -0.1776 -0.5520 -0.7136 -0.33
C -1.6796 4.3477 -0.9055 -0.3352 0.6171 0.7169 -0.17
H -5.0579 4.6019 -0.6321 -0.0065 0.0295 -0.0653 0.48
H -4.8200 3.0637 -2.6101 -0.0688 -0.0187 -0.0284 0.60
H -2.5405 2.4268 -3.3583 -0.0694 -0.1118 -0.0273 0.40
H -0.7581 4.6866 -0.4499 0.0530 0.0326 0.1157 0.45
N -3.2656 0.5695 0.2457 -0.1586 0.2575 -0.1029 -0.15
C -3.4682 -0.0110 -0.9577 -0.0405 -0.1559 0.2732 0.30
S -2.4082 -1.1513 -1.5089 0.5573 -0.2530 -0.0417 -0.44
N -4.6191 0.3634 -1.5812 -0.0484 0.5539 0.6561 0.04
C -5.1944 -0.0438 -2.7834 -0.1694 -0.1814 -0.4712 0.81
C -6.5217 0.3319 -2.9992 0.0927 0.0231 0.0927 -0.34
C -7.1813 -0.0368 -4.1540 -0.0519 0.0295 -0.0429 -0.65
C -6.5310 -0.7842 -5.1214 -0.0494 -0.0294 -0.1125 -0.42
C -5.2078 -1.1383 -4.9233 -0.1969 0.0622 -0.0452 -0.81
C -4.5352 -0.7714 -3.7715 0.2074 -0.0138 -0.0109 -0.62
H -2.4113 0.3522 0.7377 -0.0011 0.0057 -0.0367 -0.25
H -3.7543 1.4026 0.5347 0.0168 -0.0047 0.0004 0.29
H -5.1996 1.0067 -1.0544 0.1152 -0.1967 -0.0997 0.25
H -7.0401 0.9099 -2.2451 -0.0635 0.0360 0.0944 0.36
H -8.2103 0.2582 -4.2961 -0.0926 0.0285 0.0009 0.36
H -7.0519 -1.0808 -6.0200 -0.0222 -0.0194 -0.0608 0.38
H -4.6869 -1.7109 -5.6763 0.0750 -0.0443 -0.0391 0.38
H -3.5072 -1.0606 -3.6338 -0.0749 0.0264 -0.0028 0.32
```
Forces are in eV/Å.

Its total charge is -1. The value obtained for the energy above the lowest of the compared OMol25 structures with the same formula, charge and spin is 1.669 eV. The HOMO energy is -3.64 eV. For the total energy, the calculation gives -91522.1438 eV. The LUMO energy comes out at 1.3 eV. For the HOMO-LUMO gap, the calculation gives 4.92 eV.

***

No. 3
Below is a cluster of 9 separate species, C9H36N18O9 in total in a non-equilibrium geometry, with properties calculated with ωB97M-V with the def2-TZVPD basis set.

```
72
Properties=species:S:1:pos:R:3:forces:R:3:mulliken_charge:R:1
N -2.6332 -2.3798 1.8243 3.2479 -1.5213 0.9782 -0.17
C -3.8099 -1.8762 1.5892 -0.0440 -1.9305 0.3909 0.59
N -4.8112 -2.5472 2.1429 -2.6422 -0.1844 0.9112 -0.50
O -4.0402 -0.9425 0.8939 0.0003 3.1269 -1.5786 -0.65
H -2.6037 -3.1922 2.4236 0.3267 0.2621 -0.2407 0.11
H -1.7781 -2.1078 1.3608 -0.4898 -0.1118 0.0938 0.04
H -5.6527 -2.0184 1.9628 -0.3873 -0.7105 0.3110 0.23
H -4.8528 -3.4870 2.5104 0.2379 0.4314 -0.1514 0.18
N -0.9597 -0.2066 -0.0591 -3.3259 -4.8257 2.1268 0.23
C -0.1835 0.7401 -0.4042 2.7901 -0.0133 -1.0181 0.35
N -0.8110 1.7148 -0.9348 -1.5779 4.9510 -2.6069 -0.11
O 1.0362 0.6974 -0.3435 2.1823 -0.2097 0.9748 -0.80
H -0.6139 -1.0885 0.2914 0.2567 0.2894 -0.4174 0.00
H -1.9460 -0.1330 -0.2640 0.1172 -0.2759 0.2778 0.06
H -0.2457 2.4407 -1.3516 -0.0433 -0.1442 0.0309 0.30
H -1.7382 1.6433 -1.3287 0.0044 0.0929 0.4912 0.11
N -2.0262 6.3625 2.3076 0.1778 3.7693 0.8130 -0.41
C -2.1944 5.1034 2.0350 0.0267 -1.8609 -0.0502 0.72
N -1.2208 4.4728 1.4347 2.8209 -0.6619 -1.9525 -0.20
O -3.1577 4.4649 2.3464 -3.2888 -1.1430 1.2200 -0.70
H -1.2169 6.8828 2.0003 -0.3165 -0.0835 0.3433 0.17
H -2.6815 6.7496 2.9715 0.2390 0.2040 -0.3792 0.23
H -0.3761 4.9715 1.1944 0.0842 -0.7164 0.1010 0.16
H -1.2829 3.4650 1.4079 0.3036 0.3763 -0.1807 0.05
N 0.4383 -4.9385 1.9737 -1.1608 -1.1493 3.4946 -0.43
C 0.6695 -4.4995 0.7532 -1.8119 2.7157 0.9587 0.73
N 1.7586 -4.9869 0.2400 2.3679 -0.8825 -2.4418 -0.33
O -0.0349 -3.5918 0.2788 0.2097 -0.8098 -0.4652 -0.73
H -0.2756 -4.5172 2.5507 0.0891 0.0790 -0.5307 0.15
H 1.0422 -5.5480 2.5066 0.0364 0.0393 -0.4775 0.17
H 2.3485 -5.6388 0.7371 -0.1683 0.1580 -0.4321 0.17
H 1.9750 -4.6768 -0.6966 0.4641 -0.2687 0.2268 0.25
N 1.4904 -2.2672 -1.7142 0.3785 0.4937 3.8446 0.34
C 1.4817 -2.2006 -3.0001 3.6043 1.4868 -2.5944 0.51
N 0.7732 -3.2182 -3.4155 -2.8680 -3.0807 -2.8193 -0.36
O 2.1890 -1.5010 -3.7167 -0.6402 0.7057 0.0309 -0.65
H 2.0915 -1.6743 -1.1598 -0.3532 -0.2812 0.1407 -0.04
H 0.8723 -3.0121 -1.4258 0.0776 1.1617 1.7297 -0.03
H 0.5436 -3.2925 -4.3962 0.2904 -0.3224 0.2593 0.25
H 0.8085 -4.0273 -2.8121 -0.5520 -0.1013 -0.9192 0.13
N 2.4522 2.1956 -4.4607 4.3007 2.8159 -1.5989 -0.41
C 1.3265 1.5846 -4.5988 -0.7421 -0.2233 -0.9437 0.75
N 0.9241 1.1483 -3.4781 -2.2690 -2.2117 5.8349 -0.18
O 0.7417 1.4992 -5.6271 -1.8384 -0.2868 -3.6302 -0.71
H 2.6754 2.5819 -5.3668 1.0169 0.4316 0.5583 0.22
H 2.9697 2.3325 -3.6042 -0.0434 0.0695 -0.5576 0.19
H 0.1921 0.4584 -3.3874 0.3435 0.1973 -0.2066 0.08
H 1.6559 1.1714 -2.7823 -0.7694 -0.6887 0.5412 0.03
N 3.7425 -1.0162 0.2425 -1.5859 -0.0954 0.4430 -0.38
C 4.7103 -0.4248 -0.4759 -0.9551 3.5527 1.8586 0.72
N 5.6307 -1.1525 -0.9473 4.5753 -4.2376 -2.1890 -0.36
O 4.7748 0.7915 -0.5667 -0.7350 0.7556 -0.5029 -0.68
H 2.9498 -0.3953 0.1630 -0.8003 -0.3482 0.9410 0.05
H 3.7365 -1.9635 0.5927 -0.2023 0.3477 -0.4075 0.17
H 6.4527 -0.7283 -1.3527 -0.3340 0.0569 0.1356 0.25
H 5.6871 -2.1416 -0.7511 -0.0693 0.2180 -0.2434 0.16
N -4.8216 0.6359 -1.0685 0.0922 -2.3825 -0.2734 -0.27
C -4.5640 1.8952 -0.7696 0.1371 -0.0427 -0.7929 0.50
N -3.5833 2.0915 0.1159 0.9854 -0.4871 0.9095 -0.18
O -5.0695 2.8024 -1.3343 -2.0962 3.2399 -1.6974 -0.69
H -4.3633 -0.0172 -0.4493 -0.9296 -0.5507 -0.5895 0.28
H -5.6207 0.3965 -1.6379 0.3645 0.1635 0.2175 0.21
H -3.4145 1.2470 0.6437 0.2827 0.7312 1.0110 0.11
H -3.6564 3.0189 0.5092 0.4694 -0.1655 0.7654 0.13
N 2.4102 1.6585 4.4769 2.1612 -1.2610 3.1805 -0.38
C 1.8863 1.9872 3.3397 -2.5581 2.3686 -1.4713 0.53
N 1.7284 0.9589 2.5398 0.5186 -3.1207 -1.2366 -0.26
O 1.4357 3.0828 3.1128 -0.4493 2.0545 -0.5063 -0.66
H 2.5519 0.6609 4.5461 0.2483 0.5410 1.2850 0.15
H 2.4549 2.3391 5.2219 0.1205 -0.5096 -0.1463 0.26
H 1.2450 0.9280 1.6536 0.5106 0.4522 -0.1647 0.12
H 2.3872 0.2341 2.7865 -0.4131 -0.4391 -1.0171 0.17
```
Forces are in eV/Å.

Its total charge is 0. The value obtained for the energy above the lowest of the compared OMol25 structures with the same formula, charge and spin is 6.038 eV. The HOMO energy is -8.80 eV. For the total energy, the calculation gives -55171.0961 eV. The LUMO energy comes out at -0.6 eV. For the HOMO-LUMO gap, the calculation gives 8.17 eV.

***

No. 4
Below is a cluster of 2 separate species, C5H7IN2O2 in total in a non-equilibrium geometry, with properties calculated with ωB97M-V with the def2-TZVPD basis set.

```
17
Properties=species:S:1:pos:R:3:forces:R:3:nbo_charge:R:1
C -2.4015 0.5515 -0.4336 -1.1104 -2.7987 1.3143 -0.64
C -0.9588 0.1243 -0.4610 -0.8947 -1.3548 1.7190 0.10
C -0.6281 -1.0685 0.4531 1.6352 2.6148 2.4042 -0.65
C -0.0736 0.2960 -1.7071 0.2250 0.6538 0.7837 0.69
O 0.2985 0.0491 -2.8090 -0.1839 -0.2912 -0.3825 -0.55
N 0.1275 1.0374 -0.6410 1.7670 1.8449 -1.0375 -0.59
I 1.3577 2.6632 -0.1450 -0.8220 -0.6323 0.0153 0.27
H -2.9246 -0.3891 -0.8639 0.3710 1.4409 0.9784 0.23
H -2.6548 1.3114 -1.0906 -0.1877 1.6953 -1.2675 0.22
H -2.8490 0.7962 0.6053 0.9929 -0.5953 -1.5662 0.23
H 0.4716 -1.0448 0.6695 -1.0492 -0.3443 -1.0221 0.24
H -0.8894 -1.9485 -0.0469 -0.6536 -1.6198 -0.1055 0.23
H -0.9376 -0.9267 1.5682 -0.5131 -0.4976 -2.1109 0.22
N 3.5101 -0.0986 0.8402 -0.5479 -0.9628 0.8506 -0.78
C 2.7242 -0.7100 1.5256 1.7682 1.7315 -2.1176 0.87
O 1.9759 -1.4248 2.0455 -0.3105 -0.5656 1.0649 -0.53
H 3.8518 0.7821 0.4908 -0.4864 -0.3186 0.4793 0.45
```
Forces are in eV/Å.

Its total charge is 0. The value obtained for the energy above the lowest of the compared OMol25 structures with the same formula, charge and spin is 2.368 eV. The HOMO energy is -9.36 eV. For the total energy, the calculation gives -20471.4529 eV. The LUMO energy comes out at -1.1 eV. For the HOMO-LUMO gap, the calculation gives 8.25 eV.

***

Question: Which value of total charge does entry 4 give?
Answer: 0